57
Properties=species:S:1:pos:R:3:lowdin_charge:R:1 method="wB97M-V/def2-TZVPD" total_charge=+1 homo_ha=-0.437 e_lumo_ev=-4.15 energy_ha=-2137.9085
F -0.2943 1.4137 4.6468 0.13
O 0.9612 -1.6658 -1.0428 0.11
C 0.4739 -0.8756 -0.2708 -0.51
C -2.6137 1.4588 -0.5713 -0.04
H 6.7634 -2.4241 -0.7355 0.14
Rh 0.6162 0.8492 2.0053 1.24
C 4.9744 0.3188 1.7802 -0.08
C 4.6363 2.2920 3.0965 -0.01
H 6.0792 -4.6729 -0.3639 0.10
C -1.2998 0.6803 4.1128 -0.59
C -3.2064 0.8384 -1.6829 -0.05
H -1.7920 -2.6647 -3.6697 0.08
H 3.1259 -0.5685 1.0820 0.11
C -3.1829 -0.9819 -3.4316 -0.28
C 6.3694 -2.8310 0.1995 -0.24
H -5.8784 2.8879 -2.0395 0.14
H 4.5823 -2.1921 1.0864 0.14
N 2.7689 1.1004 2.2222 -0.05
H 5.0070 3.1275 3.6722 0.12
H -5.0815 -1.2408 -4.3484 0.13
O -0.8980 1.5698 0.9991 -0.12
H -6.1015 0.8673 -3.4121 0.13
H -5.1349 -1.2809 -2.5906 0.14
C -4.6870 -0.7708 -3.4483 -0.14
C -0.8151 -0.1823 -0.6229 -0.02
C -2.8403 -2.4629 -3.4586 -0.04
H -2.7657 3.0630 0.8706 0.14
F -2.1743 1.5236 3.5706 0.17
F 0.0542 -1.1768 3.6411 0.11
H -0.9928 -1.5814 -2.1866 0.14
C 3.6017 0.2133 1.6571 -0.04
H -4.6477 1.1815 -4.3409 0.14
C -4.3958 1.3612 -2.2331 -0.12
H -3.1165 -2.9459 -2.5200 0.10
C -3.2107 2.5897 0.0085 0.09
O 5.5500 -3.9549 -0.0052 -0.02
C -4.9603 2.4682 -1.6483 0.08
H 7.2077 -3.0472 0.8687 0.14
C -5.0241 0.7078 -3.4288 -0.12
N -2.5977 -0.2919 -2.2304 0.06
H 6.5719 1.4843 2.5726 0.14
F -1.6471 -0.8228 2.3236 0.13
N 5.4904 -1.8549 0.8114 0.10
C 5.9483 -0.6330 1.1325 -0.45
C -0.6785 -0.2268 3.0309 -0.45
C -1.4610 -0.7309 -1.7168 0.05
C -4.3633 3.0664 -0.5390 -0.25
C -1.3883 0.9397 -0.0109 -0.25
O 1.0425 -0.6566 0.9019 -0.15
H -2.7462 -0.4871 -4.3038 0.16
F -1.8903 -0.0076 5.0717 0.21
C 5.4965 1.3855 2.5003 0.04
F -4.9571 4.1367 -0.0064 0.10
C 3.2778 2.1119 2.9401 -0.10
H 2.5679 2.7961 3.3896 0.12
H -3.4169 -2.9255 -4.2583 0.10
O 7.0929 -0.2754 0.9232 0.09